Record 1
98
Properties=species:S:1:pos:R:3 method="wB97M-V/def2-TZVPD" homo_energy_ev=-7.34 e_above_lowest_kcal_mol=70.1
C -0.965 -3.138 -0.935
C -0.708 -2.989 -2.401
O 0.267 -3.553 -2.997
N -1.496 -1.767 -3.094
H -2.265 -2.258 -3.383
H -1.882 -0.838 -2.431
C -0.918 -1.445 -4.400
H -0.305 -3.857 -0.333
H -2.007 -3.531 -0.791
H -1.282 -2.192 -0.680
H 0.147 -1.091 -4.579
H -1.377 -0.457 -4.901
H -1.336 -2.152 -5.244
C 0.257 1.547 -0.472
C -0.928 2.542 -0.578
O -1.029 3.519 0.128
N -1.917 2.288 -1.780
H -1.611 2.089 -2.671
H -2.294 1.334 -1.477
C -3.002 3.224 -1.852
H -0.020 0.413 -0.428
H 0.519 1.733 0.785
H 1.218 1.719 -1.172
H -3.609 3.049 -1.153
H -3.548 3.198 -2.876
H -2.702 4.232 -1.737
I 0.499 2.467 -4.393
O -2.873 -0.053 -1.796
H -3.740 -0.264 -1.700
F -5.795 -0.961 2.883
C -6.620 -0.005 2.290
C -5.873 0.782 1.409
C -6.595 1.852 0.822
C -7.997 1.972 1.038
C -8.641 1.040 1.638
C -7.957 0.014 2.468
H -4.811 0.666 1.414
H -5.955 2.255 0.088
H -8.602 2.705 0.503
H -9.715 1.146 1.711
H -8.588 -0.695 3.216
F -2.950 -3.298 2.259
C -2.686 -2.162 2.941
C -2.149 -1.046 2.201
C -2.048 0.204 2.930
C -2.300 0.340 4.298
C -2.786 -0.779 4.990
C -3.038 -2.021 4.323
H -1.955 -1.153 1.140
H -1.725 0.957 2.309
H -2.319 1.380 4.608
H -3.284 -0.577 5.903
H -3.470 -2.745 5.002
C 3.504 -2.016 4.325
C 2.464 -2.905 4.855
C 1.301 -2.237 4.310
S 1.579 -1.488 2.741
O 1.171 -0.083 2.926
O 0.966 -2.292 1.805
C 3.323 -1.747 2.862
H 4.436 -2.585 4.504
H 3.662 -1.128 4.938
H 2.346 -2.859 5.994
H 2.492 -3.796 4.550
H 0.677 -1.614 4.971
H 0.476 -3.077 4.191
H 3.789 -0.757 2.646
H 3.929 -2.263 2.187
C 3.773 3.416 0.056
C 4.354 2.617 -1.153
C 4.371 3.544 -2.228
S 5.248 4.906 -1.446
O 4.562 6.094 -1.890
O 6.625 4.766 -1.719
C 4.910 4.569 0.245
H 3.719 2.581 0.858
H 2.849 3.886 -0.493
H 3.603 1.695 -1.390
H 5.235 2.234 -0.881
H 3.543 3.850 -2.535
H 4.805 2.967 -3.096
H 4.632 5.232 0.723
H 5.881 4.397 0.761
C 3.898 -3.097 -3.595
C 3.251 -1.809 -4.417
C 3.466 -0.685 -3.615
S 3.407 -1.284 -1.953
O 2.172 -0.958 -1.327
O 4.606 -0.781 -1.319
C 3.386 -2.959 -2.194
H 4.997 -3.166 -3.627
H 3.398 -4.016 -3.971
H 2.316 -2.072 -4.440
H 3.555 -1.696 -5.283
H 2.920 0.123 -3.940
H 4.477 -0.195 -3.709
H 2.475 -3.384 -1.853
H 4.196 -3.600 -1.447

=====

Record 2
107
Properties=species:S:1:pos:R:3 method="wB97M-V/def2-TZVPD" homo_energy_ev=-8.31 smiles="CCP(C)[C@]1([PH2]=O)OS(=O)(=O)[C@H](CCCCOC(C)=O)[C@@H](C(F)(F)C(F)(F)C(F)(F)C(F)(F)F)[C@]1(CC(C)C)B(O)OC.CCOC(C)=O.CCOC(C)=O"
C -4.844 1.212 -1.460
C -4.021 -0.158 -1.428
P -3.804 -0.882 0.331
C -5.504 -0.993 1.157
C -2.613 0.306 1.319
P -3.830 1.127 2.563
O -3.256 2.315 3.335
O -2.257 1.352 0.423
S -0.695 1.549 -0.063
O -0.650 1.151 -1.529
O -0.455 3.050 -0.095
C 0.608 0.806 0.985
C 1.724 -0.101 0.310
C 2.334 0.507 -1.058
C 3.891 0.223 -1.227
C 4.399 0.120 -2.741
O 3.382 0.387 -3.745
C 3.225 1.763 -3.995
C 1.736 2.362 -4.024
O 4.150 2.557 -4.231
C -0.096 0.112 2.292
C -0.058 1.213 3.411
F -0.400 2.533 2.967
F -0.919 1.029 4.518
C 1.389 1.404 4.131
F 1.335 0.512 5.251
F 2.471 0.938 3.375
C 1.602 2.837 4.787
F 0.495 3.291 5.536
F 2.612 2.642 5.779
C 2.168 3.982 3.831
F 2.335 3.633 2.502
F 1.271 5.068 3.903
F 3.387 4.468 4.345
C -1.487 -0.619 1.972
C -2.099 -1.435 3.243
C -1.040 -2.384 3.993
C -0.713 -1.915 5.513
C -1.822 -3.802 4.202
B -1.321 -1.854 0.862
O -0.878 -1.621 -0.510
O -1.675 -3.229 1.093
C -0.529 -4.108 1.146
H -4.194 1.972 -2.027
H -5.039 1.672 -0.443
H -5.852 1.145 -1.990
H -4.549 -0.978 -2.031
H -2.982 -0.051 -1.892
H -6.103 -1.814 0.620
H -6.129 -0.038 1.016
H -5.482 -1.269 2.255
H -4.882 1.674 1.730
H -4.362 0.198 3.507
H 1.229 1.692 1.377
H 2.620 -0.055 1.039
H 1.493 -1.210 0.249
H 1.711 0.035 -1.896
H 2.124 1.637 -1.061
H 4.444 1.109 -0.753
H 4.249 -0.724 -0.686
H 4.747 -0.963 -2.908
H 5.340 0.774 -2.915
H 1.523 3.007 -3.100
H 1.571 3.046 -4.926
H 0.934 1.562 -4.076
H 0.648 -0.711 2.594
H -2.503 -0.763 4.063
H -3.022 -2.018 2.879
H -0.064 -2.541 3.441
H 0.411 -1.783 5.569
H -0.956 -2.763 6.250
H -1.321 -1.025 5.854
H -2.537 -4.038 3.355
H -2.465 -3.785 5.154
H -0.989 -4.587 4.308
H -0.126 -2.197 -0.738
H 0.404 -3.514 1.414
H -0.323 -4.571 0.113
H -0.649 -4.924 1.925
O -7.897 -1.541 -2.682
C -7.478 -2.077 -3.681
O -6.240 -1.794 -4.125
C -5.581 -2.490 -5.193
C -5.984 -1.930 -6.541
C -8.354 -2.995 -4.488
H -5.746 -3.568 -5.118
H -4.511 -2.331 -5.044
H -7.053 -2.053 -6.725
H -5.437 -2.428 -7.344
H -5.777 -0.858 -6.585
H -8.994 -2.397 -5.137
H -8.975 -3.571 -3.800
H -7.803 -3.720 -5.083
O 6.453 1.414 -1.905
C 7.539 1.847 -1.584
O 8.511 1.963 -2.501
C 9.768 2.615 -2.271
C 10.760 1.674 -1.617
C 7.842 2.177 -0.150
H 9.631 3.541 -1.707
H 10.144 2.906 -3.253
H 10.415 1.343 -0.636
H 11.729 2.162 -1.496
H 10.890 0.776 -2.226
H 8.106 1.261 0.379
H 6.947 2.609 0.301
H 8.633 2.913 -0.024

=====

Record 3
101
Properties=species:S:1:pos:R:3 method="wB97M-V/def2-TZVPD" homo_energy_ev=-9.07 smiles="CCCCCCC[C@@H]1NC(=O)[C@](CN)(B(O)O)[C@]1(F)CCCCNC(C)=O.C[C@@H]1COC(=O)O1.C[C@@H]1COC(=O)O1.C[C@@H]1COC(=O)O1"
C -3.773 -3.111 -3.724
C -2.920 -1.970 -4.323
C -2.190 -1.166 -3.228
C -1.067 -0.309 -3.799
C -0.746 0.952 -2.980
C -0.750 0.704 -1.464
C 0.052 1.779 -0.689
C 0.707 1.279 0.593
N 0.987 -0.158 0.779
C 1.690 -0.215 1.986
O 2.522 -1.015 2.225
C 1.184 0.944 2.885
C 2.260 2.040 3.179
N 3.545 1.500 3.675
B 0.746 0.406 4.318
O 1.689 -0.224 5.122
O -0.532 0.486 4.832
C 0.135 1.621 1.952
F 0.065 2.992 2.206
C -1.328 1.141 2.030
C -2.277 2.065 2.820
C -2.903 3.117 1.856
C -4.347 2.800 1.544
N -4.944 3.649 0.480
C -4.163 3.658 -0.717
C -4.369 2.605 -1.795
O -3.324 4.468 -0.849
H -3.897 -3.887 -4.480
H -4.741 -2.712 -3.431
H -3.248 -3.527 -2.871
H -2.191 -2.342 -5.043
H -3.582 -1.304 -4.883
H -2.958 -0.554 -2.746
H -1.804 -1.899 -2.536
H -0.162 -0.898 -3.954
H -1.366 0.028 -4.797
H -1.488 1.711 -3.238
H 0.223 1.348 -3.297
H -1.800 0.742 -1.169
H -0.416 -0.312 -1.253
H 0.793 2.163 -1.386
H -0.652 2.591 -0.501
H 1.710 1.739 0.569
H 1.502 -0.470 -0.038
H 2.494 2.627 2.300
H 1.882 2.705 3.956
H 3.545 0.485 3.708
H 4.259 1.728 2.992
H 2.059 0.482 5.677
H -0.829 1.399 4.941
H -1.780 0.984 1.052
H -1.357 0.166 2.516
H -1.825 2.541 3.684
H -3.110 1.441 3.151
H -2.260 3.144 0.981
H -2.822 4.107 2.305
H -4.509 1.733 1.335
H -4.912 3.008 2.454
H -5.812 3.178 0.222
H -3.578 2.729 -2.522
H -4.304 1.625 -1.320
H -5.337 2.743 -2.278
C -0.572 -8.087 -4.801
C -0.563 -6.607 -5.100
C 0.814 -5.997 -5.185
O 0.572 -4.645 -4.781
C -0.522 -4.652 -3.978
O -0.883 -3.728 -3.323
O -1.147 -5.857 -4.023
H -1.594 -8.466 -4.789
H -0.005 -8.640 -5.550
H -0.149 -8.284 -3.815
H -1.142 -6.402 -6.006
H 1.228 -6.029 -6.190
H 1.527 -6.447 -4.489
C 3.933 -3.490 3.120
C 3.911 -4.876 2.522
C 4.696 -5.905 3.298
O 5.090 -6.827 2.274
C 5.138 -6.135 1.104
O 5.608 -6.551 0.094
O 4.580 -4.906 1.249
H 3.320 -2.805 2.531
H 3.552 -3.500 4.143
H 4.947 -3.085 3.120
H 2.878 -5.202 2.367
H 4.097 -6.408 4.055
H 5.595 -5.497 3.764
C 1.237 8.174 0.467
C 1.360 6.795 1.067
C 1.203 6.751 2.567
O 2.000 5.616 2.922
C 2.949 5.474 1.964
O 3.886 4.745 2.045
O 2.690 6.273 0.900
H 1.325 8.127 -0.618
H 0.276 8.624 0.718
H 2.039 8.824 0.822
H 0.664 6.108 0.577
H 0.171 6.607 2.878
H 1.610 7.633 3.068

=====

Record 4
91
Properties=species:S:1:pos:R:3 method="wB97M-V/def2-TZVPD" homo_energy_ev="-19.18 / -19.18" total_charge=+4 multiplicity=2
N -5.462 3.764 -3.308
C -5.089 3.928 -2.023
C -4.008 3.210 -1.453
C -3.248 2.349 -2.291
C -3.745 2.097 -3.587
C -4.813 2.870 -4.067
C -1.890 1.899 -1.941
V -0.649 0.515 -1.054
P 3.358 -0.161 -0.812
C -1.060 1.168 -2.932
C 0.260 1.684 -3.311
C 0.947 1.059 -4.383
C 2.194 1.550 -4.758
C 2.715 2.660 -4.079
C 1.956 3.414 -3.183
C 0.754 2.868 -2.733
Br 4.451 3.204 -4.495
H -1.426 2.574 -1.212
H -1.549 0.571 -3.700
H -3.765 3.333 -0.397
H -3.299 1.369 -4.260
H -5.652 4.674 -1.429
H -5.125 2.748 -5.115
H 0.513 0.191 -4.890
H 0.145 3.424 -2.029
H 2.770 1.111 -5.568
H 2.340 4.353 -2.788
P -1.483 -1.684 -1.156
C 3.683 1.599 -0.892
C 5.193 1.862 -1.087
H 3.343 2.086 0.039
H 3.162 2.040 -1.757
H 5.462 2.863 -0.721
H 5.762 1.105 -0.527
H 5.461 1.827 -2.153
C 2.894 -0.743 -2.432
C 4.038 -1.396 -3.221
H 2.479 0.132 -2.946
H 2.096 -1.496 -2.360
H 3.784 -1.495 -4.288
H 4.971 -0.827 -3.121
H 4.201 -2.406 -2.821
C 2.606 -0.843 0.661
C 3.674 -1.491 1.581
H 1.859 -1.595 0.351
H 2.058 -0.055 1.204
H 3.201 -2.211 2.261
H 4.432 -2.025 0.990
H 4.197 -0.745 2.196
C -1.237 -2.855 0.227
C -1.593 -4.316 -0.047
H -1.808 -2.438 1.069
H -0.175 -2.772 0.501
H -2.674 -4.473 -0.152
H -1.093 -4.705 -0.945
H -1.262 -4.930 0.800
C -0.093 -2.108 -2.288
C -0.430 -2.737 -3.647
H 0.599 -2.758 -1.722
H 0.398 -1.121 -2.475
H -1.365 -3.314 -3.634
H -0.520 -1.952 -4.416
H 0.388 -3.408 -3.955
C -2.991 -2.242 -2.015
C -4.303 -2.001 -1.275
H -2.850 -3.317 -2.187
H -2.999 -1.745 -2.998
H -5.132 -2.277 -1.939
H -4.382 -2.627 -0.374
H -4.441 -0.952 -0.980
C 1.316 2.915 2.427
N 0.394 1.907 2.925
C 0.607 1.500 4.301
C -0.425 1.284 2.024
N 0.002 1.190 0.746
N -1.654 0.872 2.376
C -2.182 1.008 3.730
C -2.621 0.518 1.338
H 1.797 3.383 3.283
H 0.772 3.685 1.874
H 2.114 2.521 1.782
H -0.080 2.017 4.990
H 0.521 0.412 4.434
H 1.630 1.810 4.550
H 0.963 1.540 0.745
H -3.276 0.960 3.680
H -1.837 0.233 4.436
H -1.924 1.979 4.175
H -3.194 1.415 1.012
H -2.154 0.057 0.442
H -3.324 -0.202 1.773

=====

Record 5
89
Properties=species:S:1:pos:R:3 method="wB97M-V/def2-TZVPD" homo_energy_ev=-10.16 e_above_lowest_kcal_mol=6.6 total_charge=+1
Pb 0.022 -0.464 -0.809
C 3.581 -3.626 -1.085
C 4.557 -2.845 -1.961
C 4.288 -1.345 -1.857
C 4.320 -0.831 -0.393
C 4.578 -1.979 0.588
C 3.605 -3.141 0.382
P 2.748 0.105 -0.020
C 2.915 1.754 -0.895
C 2.419 1.797 -2.360
C 3.489 1.690 -3.446
C 4.628 2.662 -3.164
C 5.261 2.321 -1.820
C 4.251 2.490 -0.686
C 2.926 0.543 1.792
C 2.358 1.917 2.160
C 2.457 2.183 3.664
C 1.717 1.104 4.451
C 2.316 -0.259 4.114
C 2.199 -0.537 2.616
H 3.832 -4.686 -1.140
H 2.572 -3.507 -1.490
H 4.441 -3.154 -3.002
H 5.587 -3.064 -1.675
H 3.300 -1.158 -2.294
H 5.021 -0.810 -2.461
H 5.115 -0.091 -0.264
H 4.523 -1.622 1.617
H 5.604 -2.324 0.440
H 2.597 -2.823 0.670
H 3.891 -3.954 1.051
H 2.155 2.302 -0.328
H 1.911 2.756 -2.500
H 1.665 1.022 -2.532
H 3.025 1.915 -4.408
H 3.884 0.676 -3.503
H 4.238 3.685 -3.143
H 5.372 2.609 -3.960
H 6.114 2.975 -1.632
H 5.635 1.294 -1.854
H 4.034 3.560 -0.594
H 4.704 2.172 0.257
H 3.994 0.524 2.035
H 1.301 1.949 1.875
H 2.883 2.714 1.628
H 2.038 3.169 3.881
H 3.506 2.199 3.974
H 0.658 1.115 4.174
H 1.783 1.295 5.523
H 1.820 -1.051 4.677
H 3.373 -0.264 4.400
H 1.140 -0.546 2.331
H 2.596 -1.530 2.404
C -0.933 3.748 -1.982
Te -0.842 3.053 0.046
C 0.213 4.836 0.634
H -1.716 4.495 -2.078
H -1.148 2.911 -2.643
H 0.021 4.195 -2.248
H 1.084 4.993 0.000
H 0.529 4.737 1.671
H -0.451 5.691 0.544
N -2.477 0.328 -0.030
C -3.613 0.142 0.015
C -5.022 -0.039 0.041
C -5.681 -0.313 1.240
C -7.056 -0.459 1.238
C -7.768 -0.334 0.052
C -7.112 -0.049 -1.139
C -5.738 0.100 -1.152
H -5.114 -0.408 2.156
H -7.578 -0.666 2.162
H -8.842 -0.459 0.055
H -7.674 0.060 -2.056
H -5.211 0.323 -2.070
C 0.355 -5.484 1.833
Si -0.250 -5.219 0.077
C 0.938 -5.888 -1.219
C -2.021 -5.726 -0.283
Se -0.499 -2.814 -0.139
H 0.430 -6.551 2.057
H -0.327 -5.027 2.550
H 1.339 -5.034 1.966
H 0.647 -6.908 -1.479
H 1.962 -5.904 -0.850
H 0.913 -5.295 -2.133
H -2.140 -6.811 -0.261
H -2.314 -5.365 -1.269
H -2.698 -5.285 0.449

=====

E readings, ordered: -99370.269 -111063.933 -66454.381 -152192.615 -128510.430 eV